No. 1
48
Properties=species:S:1:pos:R:3:nbo_charge:R:1 method="wB97M-V/def2-TZVPD" multiplicity=1 charge=+1
C -1.37 3.28 0.25 -0.444
N -1.24 2.82 -1.16 -0.588
C 0.11 2.26 -1.41 -0.235
C 0.15 0.74 -0.97 -0.104
N 1.53 0.58 -0.43 -0.295
C 2.05 1.08 0.88 -0.237
C 1.68 0.19 2.10 -0.437
C 2.12 0.87 3.44 -0.523
S 1.37 2.53 3.72 -0.011
C 2.42 -0.05 -1.16 0.043
S 1.65 -0.50 -2.72 0.418
C -0.10 -0.39 -2.02 -0.357
C -0.28 -1.88 -1.48 -0.425
C -1.18 -1.97 -0.19 -0.437
C -0.29 -2.56 0.94 -0.650
S -1.07 -2.49 2.58 2.266
O -2.20 -3.44 2.69 -0.881
O -1.40 -1.11 3.00 -0.923
O 0.12 -3.05 3.59 -0.876
S -1.11 -0.05 -3.52 2.057
C -2.44 -1.32 -3.78 -0.831
O -0.17 -0.22 -4.67 -0.909
O -1.78 1.27 -3.52 -0.885
H -2.24 2.75 0.72 0.203
H -0.50 3.03 0.88 0.169
H -1.64 4.36 0.30 0.224
H -1.92 2.07 -1.23 0.356
H 0.32 2.32 -2.49 0.239
H 0.80 2.89 -0.82 0.218
H -0.46 0.69 -0.04 0.260
H 1.64 2.10 1.02 0.238
H 3.15 1.18 0.77 0.224
H 0.61 -0.06 2.07 0.238
H 2.28 -0.75 2.03 0.211
H 3.22 0.89 3.50 0.228
H 1.72 0.23 4.25 0.252
H 2.08 3.33 2.85 0.123
H 3.47 -0.24 -0.87 0.274
H -0.58 -2.58 -2.28 0.259
H 0.75 -2.19 -1.19 0.228
H -2.01 -2.68 -0.37 0.252
H -1.65 -1.00 0.05 0.231
H 0.68 -2.02 1.00 0.238
H -0.06 -3.61 0.69 0.273
H -0.06 -2.72 4.48 0.520
H -2.18 -1.93 -4.66 0.281
H -2.61 -1.92 -2.86 0.238
H -3.38 -0.76 -3.96 0.286



No. 2
43
Properties=species:S:1:pos:R:3:nbo_charge:R:1 method="wB97M-V/def2-TZVPD" multiplicity=1 charge=0 smiles="CC[C@H](C)[C@H](NC(=O)[C@@H](N)CCCCN)C(=O)O" relative_energy_kj_mol=493.2
C 0.70 2.28 0.74 -0.661
C 1.98 1.51 1.27 -0.404
C 2.98 0.91 0.35 -0.211
C 3.76 1.81 -0.66 -0.618
C 2.57 -0.25 -0.53 -0.172
N 1.56 -1.31 0.02 -0.649
C 0.24 -0.88 -0.17 0.679
O -0.06 -0.11 -1.09 -0.666
C -0.74 -1.52 0.68 -0.153
N -0.03 -1.47 2.01 -0.840
C -2.09 -0.86 0.56 -0.452
C -3.07 -1.55 -0.37 -0.395
C -4.41 -0.73 -0.45 -0.416
C -4.20 0.49 -1.28 -0.223
N -3.31 1.46 -0.64 -0.828
C 3.62 -1.15 -0.83 0.776
O 4.63 -0.89 -1.46 -0.576
O 3.47 -2.55 -0.48 -0.695
H 0.07 2.71 1.54 0.223
H 0.09 1.78 -0.18 0.256
H 1.21 3.11 0.20 0.202
H 2.63 2.14 1.91 0.217
H 1.68 0.67 1.88 0.200
H 3.71 0.36 1.02 0.201
H 3.94 1.48 -1.66 0.238
H 3.13 2.71 -0.63 0.205
H 4.75 1.99 -0.34 0.220
H 1.93 0.00 -1.54 0.303
H 1.49 -1.78 0.97 0.444
H -0.84 -2.60 0.53 0.227
H -0.29 -1.93 2.83 0.375
H -0.03 -0.59 2.31 0.346
H -1.86 0.19 0.24 0.261
H -2.57 -0.98 1.55 0.209
H -3.33 -2.62 -0.07 0.200
H -2.57 -1.78 -1.41 0.210
H -5.03 -1.42 -0.95 0.202
H -5.02 -0.40 0.39 0.216
H -3.71 0.29 -2.24 0.172
H -5.33 0.72 -1.43 0.186
H -2.48 1.23 -1.19 0.359
H -3.57 2.31 -0.98 0.351
H 4.38 -2.76 -0.41 0.480



No. 3
45
Properties=species:S:1:pos:R:3:nbo_charge:R:1 method="wB97M-V/def2-TZVPD" multiplicity=1 charge=+1
C -0.73 -0.45 -4.14 -0.629
C -0.07 -0.71 -2.79 -0.213
N 1.26 -0.07 -2.67 -0.511
C 1.81 -0.22 -1.31 -0.237
C 2.41 -1.60 -1.11 -0.223
N 1.47 -2.64 -0.65 -0.282
C 1.30 -3.77 -1.31 0.255
N 0.44 -4.52 -0.65 -0.465
C 0.06 -3.87 0.49 -0.037
C 0.70 -2.67 0.51 -0.196
P 0.59 -1.53 1.96 1.132
C -0.60 -0.29 1.36 -0.997
O 2.00 -0.71 1.75 -0.982
C 1.15 1.34 -3.04 0.713
C 0.59 2.30 -2.02 -0.748
O 1.45 1.68 -4.15 -0.495
H -1.22 0.53 -4.16 0.219
H 0.00 -0.49 -4.94 0.239
H -1.50 -1.20 -4.33 0.222
H 0.08 -1.79 -2.68 0.175
H -0.74 -0.38 -1.98 0.168
H 1.07 0.02 -0.54 0.195
H 2.63 0.49 -1.20 0.234
H 3.25 -1.59 -0.43 0.242
H 2.77 -1.93 -2.09 0.237
H 1.77 -4.06 -2.24 0.253
H 0.14 -5.44 -0.94 0.454
H -0.60 -4.29 1.23 0.259
H -1.26 -0.69 0.59 0.244
H -1.19 0.05 2.21 0.288
H -0.08 0.58 0.95 0.244
H 2.57 -0.84 2.51 0.513
H 1.24 2.41 -1.16 0.236
H -0.39 1.97 -1.65 0.228
H 0.47 3.27 -2.50 0.260
C -2.76 2.40 4.32 -0.090
C -1.74 3.48 4.58 -0.096
O -1.78 4.46 3.54 -0.728
O -2.55 1.81 3.04 -0.738
H -2.69 1.60 5.06 0.186
H -3.78 2.82 4.37 0.162
H -0.74 3.06 4.54 0.180
H -1.89 3.93 5.56 0.179
H -2.59 4.98 3.64 0.472
H -2.32 2.55 2.46 0.478



No. 4
45
Properties=species:S:1:pos:R:3:nbo_charge:R:1 method="wB97M-V/def2-TZVPD" multiplicity=1 charge=0 smiles="[H]/N=C(/N)NCCC[C@H](NC(=O)[C@@H](N)[C@@H](C)CC)C(=O)O" relative_energy_kj_mol=374.9
H -3.62 -1.93 -1.82 0.329
N -4.51 -1.97 -1.38 -0.732
C -4.30 -1.67 -0.17 0.580
N -5.07 -1.73 0.91 -0.822
N -3.20 -0.86 0.30 -0.686
C -2.07 -0.53 -0.57 -0.179
C -1.61 0.97 -0.35 -0.434
C -0.48 1.27 -1.29 -0.417
C 0.48 2.05 -0.52 -0.150
N 0.95 1.09 0.53 -0.655
C 2.13 0.36 0.48 0.682
O 3.15 0.74 -0.02 -0.607
C 2.04 -0.88 1.33 -0.154
N 0.70 -1.02 1.73 -0.842
C 2.59 -2.05 0.51 -0.209
C 1.55 -2.36 -0.55 -0.625
C 4.09 -1.92 -0.05 -0.394
C 4.35 -1.36 -1.46 -0.622
C -0.19 3.20 0.14 0.783
O -0.20 3.34 1.38 -0.574
O -0.62 4.18 -0.75 -0.705
H -5.18 -0.89 1.47 0.395
H -5.84 -2.29 0.88 0.386
H -2.99 -1.02 1.31 0.387
H -2.22 -0.97 -1.59 0.201
H -1.18 -1.13 -0.25 0.150
H -1.41 0.83 0.74 0.209
H -2.39 1.75 -0.36 0.234
H 0.02 0.43 -1.76 0.218
H -0.70 1.91 -2.14 0.230
H 1.33 2.61 -1.13 0.269
H 0.33 0.66 1.17 0.426
H 2.65 -0.84 2.21 0.220
H 0.65 -1.91 2.26 0.373
H 0.06 -1.07 0.97 0.358
H 2.71 -2.86 1.28 0.197
H 1.89 -3.24 -1.23 0.228
H 1.47 -1.56 -1.16 0.197
H 0.46 -2.44 -0.22 0.200
H 4.46 -2.93 -0.06 0.195
H 4.80 -1.51 0.72 0.214
H 4.38 -2.24 -2.19 0.191
H 3.54 -0.63 -1.75 0.226
H 5.40 -0.97 -1.59 0.223
H -0.68 5.05 -0.23 0.508



No. 5
51
Properties=species:S:1:pos:R:3:nbo_charge:R:1 method="wB97M-V/def2-TZVPD" multiplicity=1 charge=+2 relative_energy_kj_mol=0.0
Tl -2.33 4.96 -4.00 0.945
O -2.17 6.83 -1.92 -0.631
H -2.04 7.75 -1.59 0.522
C 1.05 3.67 0.54 -0.273
O -0.19 3.88 -0.13 -0.513
C -0.68 3.01 -0.96 1.013
O -1.60 3.28 -1.69 -0.713
O -0.09 1.86 -0.86 -0.487
C -0.46 0.85 -1.84 -0.252
H 1.04 2.81 1.22 0.212
H 1.33 4.55 1.10 0.215
H 1.84 3.36 -0.15 0.207
H -0.27 1.22 -2.85 0.198
H -1.52 0.65 -1.69 0.198
H 0.19 0.01 -1.64 0.227
C -4.19 9.48 -8.03 -0.274
O -3.81 8.62 -6.97 -0.482
C -3.07 7.57 -7.12 1.027
O -2.74 6.83 -6.23 -0.718
O -2.75 7.39 -8.40 -0.499
C -1.80 6.39 -8.76 -0.273
H -4.82 10.33 -7.79 0.223
H -4.62 8.97 -8.89 0.207
H -3.30 9.99 -8.41 0.198
H -1.40 5.67 -8.05 0.199
H -0.97 6.87 -9.27 0.210
H -2.31 5.75 -9.48 0.203
C -3.45 0.88 -6.33 -0.269
O -4.00 0.42 -5.09 -0.457
C -3.82 1.15 -4.03 1.013
O -3.33 2.28 -3.95 -0.736
O -4.43 0.56 -3.01 -0.471
C -4.61 1.28 -1.82 -0.258
H -3.19 0.01 -6.92 0.219
H -2.55 1.46 -6.21 0.194
H -4.23 1.37 -6.91 0.202
H -5.14 0.58 -1.18 0.218
H -5.22 2.18 -1.93 0.175
H -3.73 1.58 -1.24 0.184
C -7.12 5.34 -2.31 -0.265
O -6.22 6.08 -1.46 -0.425
C -5.00 5.71 -1.37 0.981
O -4.40 5.02 -2.10 -0.626
O -4.36 6.29 -0.38 -0.349
C -3.03 5.96 -0.34 0.218
H -6.70 5.29 -3.31 0.211
H -8.09 5.81 -2.35 0.244
H -7.27 4.34 -1.91 0.213
H -2.47 6.64 -1.16 0.296
H -2.81 4.95 -0.69 0.309
H -2.55 6.27 0.58 0.288



| no. | Kohn-Sham gap (Eh) |
| --- | --- |
| 1 | 0.278 |
| 2 | 0.365 |
| 3 | 0.344 |
| 4 | 0.363 |
| 5 | 0.209 |